Here is C24H17CeN4O2S3Sb as an isolated structure in a non-equilibrium geometry from the OMol25 dataset. Energies are from wB97M-V/def2-TZVPD.

Its multiplicity is 2. The strongest force on any atom comes out at 2.4 eV/Å. The calculation puts the gap between HOMO and LUMO (spin up / spin down) at 5.54 / 3.38 eV. For the LUMO energy (spin up / spin down), the calculation gives 1.744 / -0.407 eV. The charge is -1. For the HOMO energy (spin up / spin down), the calculation gives -3.793 / -3.791 eV. Its expectation value of S² is 0.77.

Positions of all 52 atoms, in Å:
Ce (-0.64732, 0.40542, -0.61961)
Sb (-0.99184, 3.05847, -2.87260)
S (-0.59181, 0.67618, -3.37825)
S (-2.78957, 3.62780, -4.18852)
S (-1.97576, 2.81023, -0.61391)
O (0.58953, 0.42357, 3.84768)
O (-3.34735, -3.31644, -0.15309)
N (-1.65404, -1.74393, 0.13392)
N (0.77273, 2.21338, 0.84591)
N (-3.13737, -0.15860, -1.56139)
N (0.01378, -0.29304, 1.71548)
C (2.58498, 1.06477, -1.64085)
C (-0.50485, -4.33430, 2.46974)
C (2.16514, 4.13109, 1.02273)
C (-4.68456, -1.30095, -3.55101)
C (-4.52358, 0.07216, -3.47967)
C (-0.17241, -1.57510, 2.02159)
C (0.52786, -2.24192, 3.08392)
C (2.05309, 2.57502, 2.82525)
C (-3.73905, 0.60798, -2.47133)
C (2.58062, 3.73439, 2.28365)
C (2.59594, -0.71414, -0.06506)
C (4.64688, 0.44839, -0.55072)
C (1.87107, 0.08754, -0.94973)
C (-2.78448, -2.29523, -0.47976)
C (-3.34186, -1.47420, -1.60678)
C (-1.04822, -2.37225, 1.15862)
C (-4.09565, -2.09901, -2.58043)
C (-1.17957, -3.76787, 1.43748)
C (1.25147, 3.34616, 0.34094)
C (3.95016, 1.24770, -1.45201)
C (0.36277, -3.56485, 3.29949)
C (1.15757, 1.84463, 2.06409)
C (3.96501, -0.54763, 0.13694)
C (0.57292, 0.58396, 2.64992)
H (0.88193, 3.62649, -0.63854)
H (4.47164, 2.01622, -2.01208)
H (2.53461, 5.03715, 0.56293)
H (3.30070, 4.32168, 2.83871)
H (2.10175, -1.50872, 0.48907)
H (-3.57328, 1.67572, -2.40458)
H (-0.61449, -5.39650, 2.64508)
H (1.19857, -1.67185, 3.70142)
H (-5.26508, -1.74815, -4.34818)
H (5.70800, 0.59609, -0.39101)
H (4.49233, -1.18765, 0.83634)
H (0.91405, -4.04259, 4.09859)
H (-1.81122, -4.36484, 0.80804)
H (2.06718, 1.69513, -2.35782)
H (2.31150, 2.22308, 3.81328)
H (-4.96156, 0.74244, -4.20619)
H (-4.20887, -3.17312, -2.55766)

Results of the Mulliken charge analysis, in e, for atoms 1 through 5:
1. Ce 0.605
2. Sb 0.215
3. S -0.528
4. S -0.699
5. S -0.593